# 1
DFT (wB97M-V/def2-TZVPD) results for a 2-piece molecular cluster, C7H12Cl2 overall.

XYZ file:
```
21
C7H12Cl2 wB97M-V/def2-TZVPD
C -1.794 0.970 2.589
C 0.705 0.564 -1.175
C -0.040 -0.532 -0.975
C -0.487 0.847 2.936
C 2.164 0.802 -1.396
C 0.565 -1.936 -1.055
C -1.505 -0.446 -0.783
Cl 0.489 2.105 3.570
Cl 0.309 -0.674 2.692
H -2.186 1.934 2.390
H -2.288 0.131 2.178
H 0.167 1.500 -1.183
H 2.530 1.714 -0.924
H 2.176 0.900 -2.384
H 2.850 -0.048 -1.043
H 0.308 -2.477 -0.185
H 1.614 -1.817 -1.173
H 0.063 -2.429 -1.814
H -1.829 0.444 -1.260
H -1.827 -0.322 0.263
H -1.986 -1.230 -1.267
```

Computed properties:
⟨S²⟩: 2.008
Molar mass in g mol⁻¹: 167.1
LUMO energy (spin up / spin down) in eV: 0.2 / -3.9
HOMO level (spin up / spin down) in eV: -3.3 / -7.5
Multiplicity: 3
ΔE to the lowest compared entry with this formula, charge and spin in kJ/mol: 149.6
HOMO-LUMO gap (spin up / spin down) in eV: 3.4 / 3.6
E in Eh: -1194.01770

These are the natural (NBO) partial charges, in e, on atoms 1 to 8: C -0.567; C -0.046; C 0.166; C -0.210; C -0.659; C -0.660; C -0.674; Cl 0.007

=====

# 2
DFT (wB97M-V/def2-TZVPD) results for a 2-piece molecular cluster, C7H12Cl3IO4S overall.

XYZ file:
```
28
C7H12Cl3IO4S wB97M-V/def2-TZVPD
C -1.623 0.529 -1.220
C -1.892 -0.721 -0.347
C -0.665 -1.690 -0.218
C -1.212 -2.953 0.537
C 0.587 -1.064 0.466
I 0.190 0.497 1.982
C 1.652 -0.328 -0.454
O 2.850 -0.305 0.361
S 2.890 -1.616 1.369
O 4.034 -2.474 1.020
O 2.884 -1.355 2.815
O 1.378 -2.154 0.980
H -0.969 0.265 -2.074
H -1.282 1.395 -0.640
H -2.599 0.825 -1.667
H -2.288 -0.494 0.660
H -2.674 -1.331 -0.851
H -0.379 -2.030 -1.239
H -1.933 -3.426 -0.166
H -0.441 -3.706 0.761
H -1.802 -2.626 1.412
H 1.785 -0.861 -1.412
H 1.398 0.744 -0.492
Cl 0.078 4.212 1.249
C 0.108 5.042 -0.316
Cl 0.335 3.913 -1.653
Cl -1.363 5.992 -0.547
H 0.952 5.722 -0.315
```

Computed properties:
Molar mass in g mol⁻¹: 425.5
LUMO energy in eV: -0.1
HOMO level in eV: -9.8
HOMO-LUMO gap in eV: 9.7
SMILES: CC[C@H](C)[C@]1(I)COS(=O)(=O)O1.ClC(Cl)Cl
E in Eh: -2651.27768

These are the natural (NBO) partial charges, in e, on atoms 1 to 8: C -0.636; C -0.399; C -0.289; C -0.605; C 0.214; I 0.103; C -0.145; O -0.666

=====

# 3
DFT (wB97M-V/def2-TZVPD) results for a 2-piece molecular cluster, C7H12ClN2 overall.

XYZ file:
```
22
C7H12ClN2 wB97M-V/def2-TZVPD
C 0.307 -1.220 2.068
C 0.367 -2.078 0.916
C -0.264 -0.010 1.955
C -0.770 -2.212 -1.294
C 0.170 -1.932 -2.366
C -0.211 2.375 1.272
C -0.833 1.132 1.692
N -0.400 -1.980 -0.127
N -1.978 -2.737 -1.451
Cl -0.362 2.673 -3.937
H 0.685 -1.625 2.903
H 0.973 -2.927 0.886
H -0.346 -1.344 -3.153
H 0.522 -2.851 -2.885
H 0.976 -1.481 -1.986
H 0.144 2.224 0.160
H 0.615 2.694 1.800
H -0.883 3.348 1.117
H -1.872 1.215 2.096
H -2.300 -2.867 -2.418
H 0.811 2.109 -3.975
H -2.529 -2.923 -0.695
```

Computed properties:
Net charge: +1
Molar mass in g mol⁻¹: 159.6
LUMO energy in eV: -4.4
HOMO level in eV: -13.5
ΔE to the lowest compared entry with this formula, charge and spin in kJ/mol: 192.0
HOMO-LUMO gap in eV: 9.2
E in Eh: -843.28459

These are the natural (NBO) partial charges, in e, on atoms 1 to 8: C -0.404; C 0.248; C 0.248; C 0.538; C -0.671; C -0.653; C -0.253; N -0.404

=====

# 4
DFT (wB97M-V/def2-TZVPD) results for a 2-piece molecular cluster, C7H12ClNO8P2S overall.

XYZ file:
```
32
C7H12ClNO8P2S wB97M-V/def2-TZVPD
N 0.923 1.505 0.967
P 2.624 1.798 0.698
O 2.893 3.278 1.381
C 3.312 0.402 1.735
C 3.922 -0.697 1.242
P 4.549 -1.112 -0.488
O 3.194 -1.459 -1.386
Cl 5.281 0.732 -1.211
C 3.877 -1.692 2.431
O 3.330 -2.707 2.402
O 4.234 -0.930 3.517
C 3.451 0.252 3.264
O 3.391 1.016 4.137
H 0.799 1.052 1.876
H 0.642 0.771 0.312
H 3.631 3.633 0.862
H 2.800 -0.595 -1.613
C -5.499 0.416 -0.645
C -4.397 -0.467 -0.092
O -3.577 -1.027 -1.131
S -2.526 -0.071 -1.863
C -1.636 -1.332 -2.717
O -1.673 0.521 -0.874
O -3.214 0.730 -2.825
H -5.090 1.307 -1.121
H -6.169 0.739 0.153
H -6.077 -0.118 -1.401
H -3.779 0.077 0.626
H -4.842 -1.309 0.438
H -1.137 -1.970 -1.992
H -0.904 -0.840 -3.355
H -2.334 -1.903 -3.326
```

Computed properties:
Molar mass in g mol⁻¹: 367.6
LUMO energy in eV: -1.1
HOMO level in eV: -9.3
HOMO-LUMO gap in eV: 8.2
SMILES: NP(O)C1=C(P(O)Cl)C(=O)OC1=O.CCOS(C)(=O)=O
E in Eh: -2471.70382

These are the natural (NBO) partial charges, in e, on atoms 1 to 8: N -1.096; P 1.202; O -0.944; C -0.432; C -0.405; P 1.128; O -0.955; Cl -0.314

=====

# 5
DFT (wB97M-V/def2-TZVPD) results for C7H12CoIN6O5S as an isolated structure.

XYZ file:
```
33
C7H12CoIN6O5S wB97M-V/def2-TZVPD
Co 0.611 -0.030 -0.018
N 0.477 -0.098 -2.186
N -0.155 1.051 -2.687
C -0.552 2.028 -1.827
N -1.068 3.126 -2.364
N -0.412 1.737 -0.543
N -0.832 2.652 0.409
O -1.226 3.757 0.078
O -0.700 2.268 1.541
H 1.459 -0.113 -2.455
H 0.018 -0.930 -2.548
H -0.065 1.255 -3.670
H -1.130 3.231 -3.362
H -1.341 3.876 -1.742
C 4.092 -0.552 1.402
S 2.700 0.522 1.304
O 2.392 0.738 -0.163
O 2.980 1.704 2.039
O 1.501 -0.268 1.740
H 4.982 0.039 1.200
H 3.982 -1.361 0.685
H 4.121 -0.941 2.418
I 1.029 -3.177 -0.358
C -0.784 -2.468 0.414
C -1.745 -3.361 0.846
C -2.916 -2.849 1.384
C -3.074 -1.476 1.476
C -2.061 -0.657 1.016
N -0.935 -1.145 0.478
H -1.576 -4.424 0.768
H -3.690 -3.520 1.732
H -3.963 -1.035 1.902
H -2.121 0.419 1.092
```

Computed properties:
⟨S²⟩: 0.898
Net charge: +1
Molar mass in g mol⁻¹: 478.1
LUMO energy (spin up / spin down) in eV: -3.1 / -3.0
HOMO level (spin up / spin down) in eV: -12.9 / -12.9
Multiplicity: 2
ΔE to the lowest compared entry with this formula, charge and spin in kJ/mol: 0.0
HOMO-LUMO gap (spin up / spin down) in eV: 9.8 / 9.8
E in Eh: -3057.04772

These are the natural (NBO) partial charges, in e, on atoms 1 to 8: Co 1.205; N -0.652; N -0.431; C 0.636; N -0.757; N -0.553; N 0.641; O -0.413

=====

# 6
DFT (wB97M-V/def2-TZVPD) results for an isolated ion of composition C7H12F4N2O6P3S and charge +1.

XYZ file:
```
35
C7H12F4N2O6P3S wB97M-V/def2-TZVPD
C 0.338 3.156 0.963
C 1.347 2.047 1.247
F 2.590 2.420 0.769
C 1.029 0.721 0.598
C 1.813 0.035 -0.249
P 3.535 0.437 -0.801
O 3.560 1.165 -2.074
N 1.039 -1.060 -0.679
C 1.393 -2.081 -1.686
F 0.468 -2.141 -2.618
F 1.476 -3.262 -1.083
F 2.539 -1.786 -2.235
C -0.143 -1.062 -0.069
C -1.228 -2.027 -0.335
P -2.393 -1.208 -1.507
O -1.629 -0.207 -2.256
O -3.604 -0.615 -0.691
O -3.006 -2.387 -2.364
N -0.174 -0.018 0.768
P -1.475 0.319 1.908
O -2.222 1.498 1.187
O -0.691 1.020 3.089
S -2.543 -1.159 2.452
H -0.377 2.893 0.195
H -0.166 3.459 1.872
H 0.910 4.010 0.611
H 1.462 1.903 2.319
H 4.077 1.058 0.320
H 4.141 -0.819 -0.806
H -0.834 -2.878 -0.881
H -1.670 -2.410 0.579
H -3.865 0.228 -1.094
H -2.664 -3.265 -2.170
H -3.167 1.450 1.406
H 0.134 0.569 3.312
```

Computed properties:
Net charge: +1
Molar mass in g mol⁻¹: 421.2
LUMO energy in eV: -3.8
HOMO level in eV: -13.4
HOMO-LUMO gap in eV: 9.6
SMILES: C[C@H](F)c1c([PH2]=O)n(C(F)(F)F)c(CP(=O)(O)O)[n+]1P(O)(O)=S
E in Eh: -2656.57398

These are the natural (NBO) partial charges, in e, on atoms 1 to 8: C -0.662; C 0.188; F -0.343; C 0.153; C -0.189; P 1.538; O -1.025; N -0.374

=====

# 7
DFT (wB97M-V/def2-TZVPD) results for one molecule with the formula C7H12INO2.

XYZ file:
```
23
C7H12INO2 wB97M-V/def2-TZVPD
C -2.587 1.105 0.927
C -1.877 1.314 -0.411
C -1.253 -0.004 -0.947
C -0.607 -0.919 0.055
C 0.701 -1.166 0.088
O 1.601 -0.487 -0.684
C 2.896 -0.965 -0.402
C 2.710 -1.831 0.854
O 1.313 -2.051 0.922
N -0.990 2.447 -0.210
I 0.019 3.108 -1.880
H -1.884 0.762 1.680
H -3.377 0.367 0.826
H -3.021 2.045 1.259
H -2.617 1.645 -1.151
H -0.520 0.248 -1.717
H -2.066 -0.551 -1.433
H -1.244 -1.483 0.715
H 3.558 -0.110 -0.241
H 3.261 -1.546 -1.257
H 3.217 -2.794 0.789
H 3.034 -1.311 1.762
H -0.267 2.177 0.455
```

Computed properties:
Molar mass in g mol⁻¹: 269.1
LUMO energy in eV: 0.3
HOMO level in eV: -8.1
ΔE to the lowest compared entry with this formula, charge and spin in kJ/mol: 106.6
HOMO-LUMO gap in eV: 8.4
SMILES: C[C@H](CC=C1OCCO1)NI
E in Eh: -776.79817

These are the natural (NBO) partial charges, in e, on atoms 1 to 8: C -0.615; C -0.058; C -0.445; C -0.390; C 0.586; O -0.493; C -0.094; C -0.096

=====

# 8
DFT (wB97M-V/def2-TZVPD) results for C7H12N as an isolated structure.

XYZ file:
```
20
C7H12N wB97M-V/def2-TZVPD
C -2.423 0.163 -0.564
C -2.051 0.197 -1.880
C 1.840 -0.009 0.997
C 1.650 0.455 -0.409
C 0.629 0.827 1.407
C 0.162 0.853 -0.079
C -0.930 -0.086 -0.362
N -0.751 -1.533 -0.169
H -3.128 0.559 0.063
H -1.904 0.212 -2.935
H 1.438 -1.054 1.082
H 2.876 0.111 1.460
H 2.356 1.163 -0.632
H 1.586 -0.356 -1.126
H 0.191 0.454 2.294
H 0.845 1.957 1.420
H -0.148 1.811 -0.518
H -0.359 -2.061 -0.844
H -1.708 -2.081 0.088
H -0.172 -1.583 0.709
```

Computed properties:
Net charge: +1
Molar mass in g mol⁻¹: 110.2
LUMO energy in eV: -3.6
HOMO level in eV: -13.1
ΔE to the lowest compared entry with this formula, charge and spin in kJ/mol: 585.2
HOMO-LUMO gap in eV: 9.5
E in Eh: -328.20587

These are the natural (NBO) partial charges, in e, on atoms 1 to 8: C -0.233; C -0.081; C -0.371; C -0.386; C -0.424; C -0.269; C 0.090; N -0.696

=====

# 9
DFT (wB97M-V/def2-TZVPD) results for an isolated ion of composition C7H12N and charge +1.

XYZ file:
```
20
C7H12N wB97M-V/def2-TZVPD
C 2.380 -1.902 -0.993
C 1.243 -1.709 -0.344
C 0.759 -0.463 0.282
N 1.765 0.577 0.385
C -0.595 -0.065 0.307
C -0.798 1.389 0.415
C -2.390 1.241 0.205
C -2.384 -0.335 0.126
H 2.665 -2.846 -1.446
H 3.144 -1.107 -0.977
H 0.418 -2.475 -0.561
H 2.556 0.204 0.922
H 1.254 1.252 0.945
H 1.967 0.891 -0.592
H -0.273 1.968 -0.415
H -0.761 1.726 1.498
H -3.101 1.618 0.974
H -2.725 1.798 -0.769
H -2.329 -0.807 -0.873
H -2.794 -0.956 0.913
```

Computed properties:
Net charge: +1
Molar mass in g mol⁻¹: 110.2
LUMO energy in eV: -3.6
HOMO level in eV: -12.9
ΔE to the lowest compared entry with this formula, charge and spin in kJ/mol: 395.8
HOMO-LUMO gap in eV: 9.3
SMILES: C=CC([NH3+])=C1CCC1
E in Eh: -328.27804

These are the natural (NBO) partial charges, in e, on atoms 1 to 8: C -0.377; C -0.236; C -0.010; N -0.701; C 0.117; C -0.564; C -0.406; C -0.312

=====

# 10
DFT (wB97M-V/def2-TZVPD) results for an isolated ion of composition C7H12N and charge +1.

XYZ file:
```
20
C7H12N wB97M-V/def2-TZVPD
C 2.637 -0.265 -0.897
C 1.507 0.340 -0.812
C 0.427 1.165 -0.758
C -0.487 1.526 -1.923
C -0.044 1.529 0.641
C -0.710 0.174 0.715
N -0.376 -0.849 1.541
C -1.037 -2.181 1.435
H 3.642 0.100 -0.826
H 2.540 -1.365 -0.819
H -1.379 2.027 -1.515
H -0.664 0.519 -2.484
H 0.040 2.296 -2.608
H -0.692 2.360 0.571
H 0.732 1.843 1.432
H -1.591 0.197 -0.033
H 0.145 -0.779 2.392
H -0.405 -3.062 1.142
H -1.679 -2.486 2.223
H -1.723 -2.086 0.552
```

Computed properties:
Net charge: +1
Molar mass in g mol⁻¹: 110.2
LUMO energy in eV: -4.3
HOMO level in eV: -13.3
ΔE to the lowest compared entry with this formula, charge and spin in kJ/mol: 315.4
HOMO-LUMO gap in eV: 9.0
SMILES: C=C=C(C)C/C=[NH+]/C
E in Eh: -328.30866

These are the natural (NBO) partial charges, in e, on atoms 1 to 8: C -0.437; C 0.157; C -0.091; C -0.655; C -0.476; C 0.266; N -0.500; C -0.437

=====

Question: Look up the molar mass of the fourth one.
Answer: 367.6 g mol⁻¹

=====

Question: Which of these has the highest E?
Answer: number 8

=====

Question: What is the formula in the fourth record?
Answer: C7H12ClNO8P2S